{
  "formula": "C41H36GeN4NiS",
  "method": "ωB97M-V/def2-TZVPD",
  "symbols": ["Ni", "C", "C", "C", "C", "C", "C", "C", "C", "C", "C", "H", "H", "H", "H", "H", "H", "H", "H", "H", "H", "H", "H", "H", "H", "S", "N", "C", "C", "C", "C", "C", "N", "C", "C", "N", "C", "C", "C", "C", "C", "N", "H", "H", "H", "H", "H", "H", "C", "Ge", "C", "C", "C", "C", "C", "C", "C", "C", "C", "C", "C", "C", "C", "C", "C", "C", "C", "C", "H", "H", "H", "H", "H", "H", "H", "H", "H", "H", "H", "H", "H", "H", "H", "H"],
  "coordinates": [[0.91, 0.53, -0.74], [0.44, 4.83, -1.87], [1.94, 4.67, -1.63], [2.40, 5.66, -0.56], [2.29, 3.25, -1.26], [2.10, 2.76, 0.03], [2.54, 1.49, 0.41], [3.22, 0.67, -0.52], [3.96, -0.56, -0.04], [3.32, 1.13, -1.84], [2.86, 2.39, -2.20], [0.22, 5.87, -2.11], [-0.12, 4.54, -0.99], [0.11, 4.21, -2.70], [2.47, 4.91, -2.56], [1.80, 5.57, 0.34], [2.31, 6.68, -0.93], [3.45, 5.49, -0.30], [1.69, 3.42, 0.79], [2.53, 1.21, 1.46], [4.57, -0.30, 0.82], [4.60, -0.95, -0.83], [3.26, -1.33, 0.27], [3.83, 0.53, -2.58], [2.99, 2.73, -3.21], [-4.67, -3.31, -3.42], [-4.51, -1.78, -2.90], [-3.23, -1.53, -2.67], [-2.70, -0.30, -2.15], [-3.57, 0.72, -1.71], [-3.26, 1.80, -0.88], [-2.00, 2.22, -0.46], [-0.85, 1.97, -1.06], [-1.30, -0.26, -2.07], [-0.48, -1.38, -2.30], [0.85, -1.23, -2.01], [1.66, -2.25, -2.22], [1.22, -3.50, -2.67], [-0.12, -3.70, -2.91], [-0.99, -2.62, -2.74], [-2.40, -2.66, -2.95], [-3.09, -3.71, -3.37], [-4.62, 0.54, -1.91], [-4.11, 2.35, -0.49], [-1.94, 2.95, 0.34], [2.71, -2.09, -2.03], [1.94, -4.30, -2.79], [-0.52, -4.65, -3.21], [-0.55, 1.00, -1.89], [-0.11, -0.64, 1.06], [1.23, -1.91, 1.84], [1.87, -1.69, 3.05], [2.85, -2.55, 3.50], [3.20, -3.66, 2.75], [2.58, -3.90, 1.54], [1.62, -3.02, 1.08], [-1.74, -1.79, 0.86], [-2.96, -1.13, 0.76], [-4.14, -1.83, 0.62], [-4.12, -3.21, 0.62], [-2.92, -3.88, 0.74], [-1.73, -3.17, 0.84], [-0.75, 0.56, 2.55], [-0.46, 1.91, 2.59], [-0.96, 2.73, 3.59], [-1.78, 2.20, 4.56], [-2.10, 0.85, 4.53], [-1.59, 0.04, 3.53], [0.08, 1.30, -2.75], [1.58, -0.83, 3.64], [3.36, -2.36, 4.43], [3.97, -4.34, 3.10], [2.86, -4.76, 0.95], [1.17, -3.18, 0.11], [-2.98, -0.05, 0.81], [-5.08, -1.30, 0.51], [-5.05, -3.77, 0.54], [-2.90, -4.97, 0.75], [-0.81, -3.72, 0.93], [0.17, 2.34, 1.82], [-0.72, 3.79, 3.61], [-2.18, 2.83, 5.35], [-2.76, 0.43, 5.28], [-1.84, -1.01, 3.51]],
  "lowdin_charge": [0.301, -0.062, -0.378, -0.069, -0.213, -0.040, -0.110, -0.314, -0.027, -0.048, -0.024, 0.079, 0.066, 0.077, 0.134, 0.074, 0.079, 0.084, 0.110, 0.126, 0.095, 0.082, 0.052, 0.117, 0.120, 0.997, -0.217, -0.294, -0.115, -0.034, -0.069, -0.154, 0.059, -0.105, -0.175, 0.088, -0.124, -0.047, 0.018, -0.088, -0.295, -0.219, 0.106, 0.105, 0.105, 0.106, 0.106, 0.120, -0.246, 1.050, -0.309, -0.112, -0.093, -0.100, -0.093, -0.171, -0.288, -0.140, -0.087, -0.101, -0.091, -0.103, -0.297, -0.139, -0.097, -0.101, -0.087, -0.114, 0.146, 0.095, 0.099, 0.098, 0.100, 0.072, 0.086, 0.107, 0.098, 0.100, 0.081, 0.058, 0.098, 0.097, 0.100, 0.102],
  "multiplicity": 3,
  "energy_ev": -157454.633,
  "gap_ha": [0.209, 0.226],
  "charge": 0,
  "e_homo_ev": [-6.359, -7.192]
}